No. 1
64
Properties=species:S:1:pos:R:3 method="wB97M-V/def2-TZVPD" spin_multiplicity=1 de_lowest_ev=0.000 lumo_energy_ev=0.52 smiles="CCOC(=O)[C@H]([C@H](c1ccc(C)cc1)c1ccc(Oc2ccccc2)cc1)S(=O)(=O)c1ccccc1"
C -1.046 4.892 -3.270
C -1.230 3.502 -2.737
O -0.116 3.178 -1.867
C -0.444 2.260 -0.959
O -1.601 1.899 -0.771
C 0.734 1.679 -0.182
C 0.981 0.230 -0.527
C 0.863 0.041 -2.036
C 1.948 0.442 -2.829
C 1.845 0.410 -4.215
C 0.638 0.038 -4.821
C 0.492 0.139 -6.311
C -0.405 -0.451 -4.027
C -0.271 -0.510 -2.638
C 0.206 -0.764 0.322
C -1.168 -0.638 0.486
C -1.866 -1.423 1.397
C -1.129 -2.311 2.185
O -1.661 -2.792 3.384
C -2.559 -3.851 3.340
C -2.334 -4.847 4.293
C -2.860 -6.112 4.056
C -3.709 -6.326 2.962
C -4.053 -5.263 2.119
C -3.473 -4.003 2.296
C 0.207 -2.610 1.874
C 0.879 -1.816 0.952
S 0.392 2.239 1.568
O -0.025 3.611 1.368
O -0.419 1.345 2.350
C 2.017 2.337 2.331
C 3.002 1.414 1.995
C 4.307 1.638 2.432
C 4.578 2.664 3.341
C 3.536 3.477 3.801
C 2.247 3.331 3.286
H -1.566 4.972 -4.225
H -1.515 5.609 -2.590
H 0.002 5.169 -3.399
H -2.147 3.431 -2.149
H -1.244 2.744 -3.531
H 1.631 2.258 -0.456
H 2.036 0.059 -0.301
H 2.863 0.776 -2.329
H 2.701 0.713 -4.826
H -0.564 0.201 -6.587
H 1.021 1.014 -6.707
H 0.903 -0.741 -6.821
H -1.339 -0.770 -4.500
H -1.049 -0.970 -2.029
H -1.706 0.101 -0.095
H -2.941 -1.284 1.530
H -1.674 -4.609 5.125
H -2.596 -6.916 4.744
H -4.103 -7.330 2.783
H -4.762 -5.419 1.305
H -3.710 -3.180 1.623
H 0.709 -3.430 2.387
H 1.941 -1.978 0.743
H 2.753 0.532 1.411
H 5.096 0.993 2.056
H 5.598 2.808 3.700
H 3.727 4.229 4.564
H 1.432 3.970 3.623

No. 2
54
Properties=species:S:1:pos:R:3 method="wB97M-V/def2-TZVPD" spin_multiplicity=1 total_charge=-1 de_lowest_ev=0.000 lumo_energy_ev=2.68
Mg -0.611 -0.177 1.921
C 4.170 -3.588 -1.857
C 3.110 -2.647 -1.353
C 2.333 -1.879 -2.200
C 1.371 -1.022 -1.701
C 1.117 -0.857 -0.326
N 0.141 0.007 0.117
C -0.499 0.930 -0.705
C 0.253 1.786 -1.524
C -0.319 2.763 -2.315
C -1.693 2.946 -2.321
C -2.353 3.989 -3.183
C -2.449 2.130 -1.489
C -1.915 1.141 -0.665
C -2.855 0.300 0.266
O -2.448 0.230 1.562
C -2.999 -1.138 -0.356
F -1.956 -1.905 -0.029
F -4.099 -1.787 0.080
F -3.080 -1.112 -1.700
C -4.290 0.907 0.350
F -4.996 0.819 -0.804
F -4.238 2.215 0.683
F -5.030 0.322 1.294
C 1.879 -1.702 0.565
C 2.841 -2.535 0.008
C 1.640 -1.763 2.114
O 0.333 -1.706 2.481
C 2.443 -0.590 2.776
F 3.776 -0.693 2.654
F 2.174 -0.451 4.084
F 2.092 0.585 2.200
C 2.154 -3.099 2.759
F 3.492 -3.315 2.730
F 1.580 -4.153 2.162
F 1.818 -3.152 4.057
H 4.280 -3.505 -2.940
H 5.146 -3.381 -1.413
H 3.930 -4.631 -1.633
H 2.469 -1.949 -3.275
H 0.768 -0.464 -2.403
H 1.328 1.661 -1.518
H 0.316 3.392 -2.932
H -1.616 4.509 -3.797
H -3.089 3.547 -3.858
H -2.875 4.741 -2.586
H -3.517 2.285 -1.505
H 3.431 -3.159 0.663
C -0.381 2.800 2.293
O -0.585 1.599 3.064
H -0.341 3.661 2.959
H -1.180 2.910 1.558
H 0.566 2.682 1.773
H -1.540 1.507 3.214